Entry 1:
{
  "formula": "C2H5BrClN",
  "method": "the ωB97M-V functional and the def2-TZVPD basis",
  "e_homo_ev": -9.0,
  "e_tot_ha": -3168.0869,
  "charge": 0,
  "homo_lumo_gap_ev": 9.8,
  "species": ["C", "C", "N", "Cl", "Br", "H", "H", "H", "H", "H"],
  "xyz": [[-1.936, 0.531, -0.137], [1.269, -1.162, -0.376], [1.901, -0.315, 0.465], [2.282, -1.766, -1.628], [-1.616, 1.131, 1.646], [-0.904, 0.362, -0.597], [-2.584, -0.349, -0.294], [-2.651, 1.351, -0.556], [1.379, 0.138, 1.175], [2.862, 0.079, 0.301]],
  "forces_ev_per_a": [[-0.9, 0.9, -2.1], [0.0, 1.3, 1.8], [1.3, -0.9, -2.6], [0.5, 0.2, 0.0], [0.0, -0.3, 0.7], [-1.9, 0.5, 0.3], [0.7, 0.0, 0.9], [2.0, -1.1, 0.2], [-0.7, 0.2, 0.6], [-1.1, -0.7, 0.2]],
  "mulliken_charge": [-0.50, -0.09, -0.23, -0.15, -0.14, 0.12, 0.27, 0.25, 0.25, 0.23]
}

***

Entry 2:
{
  "formula": "C2H5BrN2",
  "method": "the ωB97M-V functional and the def2-TZVPD basis",
  "e_homo_ev": [-7.0, -10.4],
  "spin_multiplicity": 3,
  "e_tot_ha": -2762.5663,
  "charge": 0,
  "homo_lumo_gap_ev": [8.0, 8.8],
  "species": ["C", "C", "N", "N", "Br", "H", "H", "H", "H", "H"],
  "xyz": [[-0.331, 1.123, 0.140], [0.728, 0.113, -0.195], [-0.902, -1.661, -0.357], [0.149, -1.340, 0.160], [2.143, 0.278, 1.075], [-0.372, 1.111, 1.183], [-0.262, 2.186, -0.278], [-1.223, 0.700, -0.379], [1.217, 0.063, -1.281], [-1.146, -2.572, -0.068]],
  "forces_ev_per_a": [[-1.0, 0.6, -3.3], [1.1, -2.3, -1.1], [-2.3, -0.9, -1.2], [3.9, 4.5, 0.1], [1.0, 0.2, 0.2], [-0.8, 0.3, 1.6], [0.7, -1.5, 0.6], [0.1, 0.5, 0.9], [-1.4, 0.2, 2.4], [-1.3, -1.5, -0.1]],
  "mulliken_charge": [-1.06, 0.11, -0.60, 0.15, -0.15, 0.37, 0.28, 0.31, 0.35, 0.24]
}

***

Entry 3:
{
  "formula": "C2H5BrN2O",
  "method": "the ωB97M-V functional and the def2-TZVPD basis",
  "e_homo_ev": [-9.2, -8.6],
  "e_tot_ha": -2837.8473,
  "charge": 0,
  "homo_lumo_gap_ev": [8.5, 7.1],
  "species": ["C", "C", "N", "N", "O", "Br", "H", "H", "H", "H", "H"],
  "xyz": [[0.740, -0.275, 0.482], [-1.969, -0.476, -0.864], [2.024, 0.147, 0.671], [-0.221, 0.702, 0.398], [0.436, -1.449, 0.463], [0.115, 2.325, -0.308], [-2.348, 0.437, -1.281], [-1.292, -1.091, -1.423], [-2.408, -0.876, 0.027], [2.231, 1.107, 0.888], [2.694, -0.550, 0.948]],
  "forces_ev_per_a": [[0.8, 0.0, -0.1], [1.8, 1.2, 1.2], [0.4, 0.1, 0.0], [-2.8, -1.2, -0.6], [-0.1, -0.5, 0.0], [0.4, 0.7, -0.4], [-0.2, 0.1, -0.1], [0.1, -0.1, -0.1], [-0.2, -0.2, 0.2], [0.0, -0.1, 0.0], [-0.1, 0.0, 0.0]],
  "mulliken_charge": [0.74, -0.53, -0.41, -0.38, -0.62, -0.06, 0.29, 0.29, 0.28, 0.16, 0.24]
}

***

Entry 4:
{
  "formula": "C2H5BrN3",
  "method": "the ωB97M-V functional and the def2-TZVPD basis",
  "e_homo_ev": -15.8,
  "e_tot_ha": -2817.2053,
  "charge": 1,
  "homo_lumo_gap_ev": 12.1,
  "species": ["C", "C", "N", "N", "N", "Br", "H", "H", "H", "H", "H"],
  "xyz": [[-1.481, 1.508, -1.099], [1.189, -0.689, 1.299], [-2.277, 2.200, -1.610], [0.573, 0.405, 1.054], [1.157, -1.653, 0.413], [2.081, -1.019, 2.911], [-2.751, 3.022, -2.066], [0.450, 0.951, 1.839], [0.102, 0.424, 0.174], [1.878, -2.302, 0.449], [0.946, -1.356, -0.511]],
  "forces_ev_per_a": [[-1.1, 0.8, -0.7], [0.7, -1.3, 0.9], [0.5, 0.8, -0.1], [0.8, -1.1, -0.3], [0.0, 0.5, -0.2], [-0.3, 0.3, -0.3], [0.7, -1.7, 0.9], [-0.8, 2.2, 1.2], [-1.1, 1.2, -0.5], [1.2, -1.7, 0.2], [-0.6, -0.1, -1.0]],
  "mulliken_charge": [-0.48, 0.64, 0.05, -0.15, -0.37, 0.00, 0.36, 0.21, 0.23, 0.27, 0.24]
}

***

Entry 5:
{
  "formula": "C2H5BrNO",
  "method": "the ωB97M-V functional and the def2-TZVPD basis",
  "e_homo_ev": -14.8,
  "e_tot_ha": -2782.8953,
  "charge": 1,
  "homo_lumo_gap_ev": 10.4,
  "species": ["C", "C", "N", "O", "Br", "H", "H", "H", "H", "H"],
  "xyz": [[-0.247, -0.921, 1.797], [-0.085, -0.784, 0.270], [-0.224, 0.615, -0.108], [-0.262, -0.034, 2.563], [-0.375, -2.790, 2.421], [-0.797, -1.518, -0.144], [1.273, -1.131, 0.246], [0.395, 0.999, -0.851], [-0.094, 1.176, 0.672], [-1.090, 0.903, -0.396]],
  "forces_ev_per_a": [[-0.2, -1.5, 0.1], [4.1, -2.7, 1.8], [2.4, -0.3, -1.9], [0.0, 1.1, 0.1], [0.1, 1.0, -0.7], [0.7, 0.6, -0.7], [-4.5, 0.9, -0.6], [0.0, -0.8, 0.5], [0.9, 1.5, 2.7], [-3.5, 0.3, -1.2]],
  "mulliken_charge": [0.48, -0.61, -0.21, -0.39, -0.06, 0.40, 0.38, 0.40, 0.32, 0.30]
}

***

Entry 6:
{
  "formula": "C2H5BrNO5PdS2",
  "method": "the ωB97M-V functional and the def2-TZVPD basis",
  "e_homo_ev": -14.0,
  "e_tot_ha": -4007.9512,
  "charge": 1,
  "homo_lumo_gap_ev": 4.5,
  "species": ["O", "S", "O", "Br", "N", "S", "O", "O", "C", "C", "O", "H", "H", "H", "H", "H", "Pd"],
  "xyz": [[2.701, -1.919, 0.246], [2.160, -0.623, 0.172], [1.515, -0.271, 1.451], [3.917, 0.769, -0.189], [1.208, -0.465, -1.073], [0.271, 0.872, -0.795], [1.073, 2.036, -0.215], [-0.285, 1.256, -2.034], [-1.118, 0.496, 0.262], [-1.779, -0.771, -0.255], [-2.780, -1.070, 0.687], [-0.822, 0.367, 1.295], [-1.798, 1.341, 0.214], [-2.192, -0.621, -1.251], [-1.056, -1.583, -0.332], [-3.293, -1.809, 0.345], [2.279, 1.996, 1.475]],
  "forces_ev_per_a": [[1.1, -0.3, -0.7], [-1.6, -3.8, 0.8], [0.7, 1.8, -0.3], [0.1, 0.7, 0.5], [-0.2, 2.4, 1.5], [-1.2, -2.1, -1.2], [1.8, 1.0, 2.3], [0.0, 0.7, -0.6], [0.4, -0.2, 0.3], [-0.1, -0.4, -0.1], [0.0, 0.1, 0.0], [0.3, -0.1, 0.1], [0.1, 0.3, -0.3], [-0.1, 0.2, -0.1], [0.2, -0.1, 0.1], [-0.1, 0.0, 0.1], [-1.4, -0.2, -2.3]],
  "mulliken_charge": [-0.51, 1.07, -0.55, 0.04, -0.29, 1.30, -0.53, -0.55, -0.54, -0.57, -0.50, 0.35, 0.45, 0.37, 0.36, 0.34, 0.77]
}